Molecular formula: C41H118F3N9O15
Method: DFT, wB97M-V/def2-TZVPD

Last column: Löwdin charge in e.
CARTESIAN COORDINATES (ANGSTROEM)
N  2.388883  -6.471547  1.269532  0.358
H  1.625833  -5.852147  1.502322  0.163
H  2.843293  -6.187817  0.413302  0.159
H  1.983253  -7.388487  1.147942  0.157
H  3.116943  -6.454337  1.969342  0.159
C  -1.427247  -1.162407  1.491322  -0.487
O  -0.453597  -0.461187  0.728922  -0.120
O  -0.812497  -2.408527  1.764802  -0.321
C  -2.058597  -0.347647  2.676862  -0.611
F  -2.755637  -1.070767  3.530242  0.137
F  -1.145537  0.294203  3.441212  0.103
F  -2.909157  0.606303  2.339662  0.126
C  -0.821527  0.778673  0.041092  -0.264
C  0.494983  1.144983  -0.567308  -0.108
H  0.783093  0.416973  -1.325658  0.073
H  0.489923  2.145183  -1.000528  0.068
H  1.189643  1.113463  0.272062  0.077
H  -1.118407  1.600103  0.693182  0.109
H  -1.521077  0.685113  -0.789548  0.111
H  -2.303137  -1.336337  0.866292  0.123
C  -3.740117  -7.356447  5.001292  -0.180
O  -2.343867  -7.245427  5.086782  -0.123
H  -4.258917  -6.534747  5.495002  0.079
H  -4.165697  -7.395027  3.998552  0.069
H  -3.951787  -8.351217  5.393392  0.079
H  -2.007387  -6.470187  4.631392  0.075
C  2.967883  5.016623  -5.566428  -0.150
O  2.230943  5.879633  -6.460808  -0.132
H  2.505733  4.037263  -5.442448  0.070
H  4.000003  4.842503  -5.870548  0.071
H  2.894813  5.558923  -4.623728  0.077
H  2.243263  5.442983  -7.315668  0.063
C  2.987543  4.542613  6.328812  -0.163
O  4.231263  4.403853  5.636392  -0.129
H  2.420043  5.382243  5.927472  0.068
H  2.250393  3.777473  6.085312  0.080
H  3.209423  4.757233  7.374182  0.078
H  4.672533  5.242243  5.791262  0.066
C  -0.650337  -4.480827  -4.261058  -0.183
O  0.178523  -4.458787  -3.128578  -0.120
H  -0.533587  -5.469037  -4.705908  0.070
H  -1.720857  -4.429047  -4.062568  0.080
H  -0.368627  -3.760227  -5.028828  0.076
H  -0.383417  -4.171007  -2.405388  0.075
C  4.046313  -1.068627  3.811262  -0.159
O  3.381153  -2.305297  4.029282  -0.149
H  3.422513  -0.241957  4.151262  0.080
H  4.920223  -1.088727  4.462392  0.076
H  4.271963  -1.017857  2.746082  0.075
H  2.467333  -2.140557  3.785582  0.068
C  10.321533  1.921293  2.499872  -0.076
C  9.762013  2.825013  1.398772  -0.447
C  8.430143  3.503823  1.848852  -0.198
O  7.788143  4.163913  0.750902  -0.202
C  6.601833  4.894303  1.127522  -0.088
N  10.791183  3.792913  1.108182  0.031
H  10.790063  2.528243  3.274602  0.075
H  11.155143  1.373993  2.059802  0.073
H  9.506433  1.321903  2.905382  0.071
H  9.539753  2.245743  0.502592  0.131
H  8.659513  4.180653  2.671882  0.125
H  7.735533  2.793993  2.298052  0.118
H  5.860963  4.171533  1.469312  0.084
H  6.215533  5.315253  0.199252  0.085
H  6.767153  5.672853  1.872252  0.085
H  10.220153  4.577983  0.829482  0.061
H  11.386183  3.622133  0.310112  0.074
C  -4.770347  -0.113457  -5.907848  -0.065
C  -5.773367  -0.695767  -4.897618  -0.426
C  -6.503907  0.431923  -4.079558  -0.154
O  -5.484457  0.903773  -3.131838  -0.209
C  -6.067427  1.456353  -1.963838  -0.120
N  -6.788897  -1.441647  -5.634548  0.013
H  -3.997447  0.500183  -5.445058  0.076
H  -5.284267  0.590163  -6.562758  0.077
H  -4.315707  -0.896907  -6.514148  0.070
H  -5.242197  -1.398207  -4.255318  0.130
H  -7.473237  0.106963  -3.701548  0.112
H  -6.763407  1.331863  -4.637118  0.120
H  -7.050057  1.903683  -2.113598  0.079
H  -5.380387  2.183333  -1.530718  0.086
H  -6.218477  0.622963  -1.277728  0.085
H  -6.199947  -2.150477  -6.047828  0.061
H  -7.419107  -1.975887  -5.053578  0.066
C  -9.614187  1.279093  4.990632  -0.064
C  -9.121627  1.222043  6.417692  -0.465
C  -10.299747  1.630233  7.390532  -0.174
O  -10.568627  2.997363  7.074902  -0.220
C  -11.602397  3.622823  7.829402  -0.102
N  -8.675287  -0.098667  6.699252  0.025
H  -8.909407  0.786493  4.320762  0.075
H  -9.759837  2.320993  4.705452  0.080
H  -10.532687  0.696473  4.919812  0.083
H  -8.304947  1.927963  6.568732  0.134
H  -10.014887  1.676073  8.441652  0.116
H  -11.139767  0.950333  7.248432  0.120
H  -12.465357  2.957213  7.810452  0.082
H  -11.986147  4.563823  7.435262  0.082
H  -11.235897  3.831853  8.834432  0.082
H  -8.130887  -0.087457  7.549892  0.075
H  -8.050197  -0.346457  5.945622  0.070
C  -8.052617  -5.359497  -0.184598  -0.059
C  -8.466387  -6.598667  -0.950768  -0.430
C  -8.727297  -7.778127  -0.012338  -0.251
O  -7.561167  -8.319777  0.479282  -0.196
C  -7.682047  -9.522247  1.240092  -0.083
N  -9.659107  -6.316627  -1.778798  0.029
H  -7.935167  -4.474877  -0.810508  0.076
H  -7.082007  -5.630317  0.230942  0.082
H  -8.813507  -5.048257  0.531142  0.082
H  -7.775747  -6.906637  -1.735798  0.137
H  -9.170777  -8.594927  -0.581788  0.117
H  -9.380227  -7.515657  0.820062  0.130
H  -8.450547  -9.352187  1.994142  0.085
H  -6.744147  -9.856757  1.683422  0.086
H  -8.004877  -10.318397  0.569262  0.082
H  -10.145017  -7.201747  -1.802158  0.052
H  -10.290007  -5.733697  -1.247518  0.060
C  6.779073  -0.211447  -11.629658  -0.063
C  6.720413  1.026323  -10.759668  -0.471
C  5.966463  0.761613  -9.452878  -0.222
O  4.624913  0.421493  -9.701268  -0.184
C  3.947973  -0.026557  -8.544758  -0.106
N  8.052193  1.516363  -10.446798  0.039
H  5.741443  -0.409447  -11.898398  0.082
H  7.222723  -1.046637  -11.087688  0.082
H  7.436003  -0.026617  -12.479588  0.075
H  6.129963  1.718623  -11.359828  0.134
H  6.107323  1.595913  -8.765698  0.123
H  6.453963  -0.123037  -9.043208  0.123
H  4.209363  -1.067027  -8.351868  0.084
H  2.867393  -0.005827  -8.686218  0.088
H  4.255263  0.533203  -7.661388  0.083
H  7.881463  2.490943  -10.243918  0.069
H  8.564183  1.639853  -11.308608  0.067
C  -2.243647  10.923493  -3.331588  -0.051
C  -1.107297  9.880023  -3.634578  -0.390
C  -1.342717  8.579623  -2.807838  -0.168
O  -1.381247  8.869263  -1.363588  -0.215
C  -1.507477  7.757173  -0.526738  -0.140
N  -1.079327  9.472303  -5.055568  0.021
H  -3.200877  10.586873  -3.729718  0.073
H  -1.915937  11.834543  -3.832268  0.067
H  -2.327317  11.169433  -2.272998  0.070
H  -0.133767  10.317733  -3.413768  0.134
H  -0.557797  7.857433  -3.032438  0.111
H  -2.290587  8.060993  -2.951628  0.119
H  -0.685467  7.063083  -0.701808  0.081
H  -2.443417  7.236163  -0.728398  0.081
H  -1.508917  7.976973  0.540872  0.085
H  -1.904897  8.943493  -5.298268  0.061
H  -0.397027  8.761833  -5.278708  0.061
C  11.279183  -4.751037  -4.613158  -0.081
C  9.798833  -4.426647  -4.569308  -0.415
C  9.364423  -3.379117  -3.479148  -0.168
O  7.926823  -3.256037  -3.490308  -0.210
C  7.365223  -2.339137  -2.576448  -0.119
N  9.375013  -3.936477  -5.893018  0.027
H  11.589963  -5.481857  -5.359758  0.080
H  11.621803  -5.119117  -3.646088  0.073
H  11.888093  -3.867647  -4.805398  0.075
H  9.338483  -5.405237  -4.433088  0.130
H  9.765563  -2.391947  -3.708658  0.123
H  9.717673  -3.722687  -2.506888  0.116
H  7.574243  -1.314877  -2.885178  0.085
H  7.781723  -2.463187  -1.576828  0.079
H  6.289963  -2.443497  -2.431468  0.085
H  8.498323  -3.438127  -5.836648  0.057
H  9.936013  -3.146167  -6.177258  0.063
C  -0.671997  0.989563  10.287092  -0.059
C  -0.683667  -0.560787  10.102382  -0.458
C  0.625823  -1.212027  9.562472  -0.175
O  0.633163  -2.650707  9.662172  -0.222
C  -0.407697  -3.329747  8.938172  -0.094
N  -0.840467  -1.017227  11.415272  0.029
H  -0.190967  1.403793  11.173172  0.070
H  -1.711337  1.313693  10.340112  0.074
H  -0.161687  1.517633  9.481592  0.068
H  -1.517607  -0.819827  9.450042  0.132
H  1.421943  -0.841097  10.207992  0.122
H  0.934853  -1.020657  8.534862  0.119
H  -1.379957  -3.288367  9.429192  0.082
H  -0.096427  -4.361817  8.776772  0.086
H  -0.469917  -2.871397  7.951182  0.088
H  -0.042117  -0.647217  11.911092  0.077
H  -0.698487  -2.007667  11.277552  0.062

Cartesian forces (eV/Å) of the 6 atoms listed first:
N 0.11 -0.06 -0.25
H -0.34 0.86 0.20
H -0.13 0.32 -0.68
H 0.08 -0.60 0.04
H 0.05 -0.10 0.73
C 1.23 -3.82 -0.27

## Properties
- frontier orbital gap (eV) = 3.889
- HOMO energy (hartree) = -0.2208
- LUMO (eV) = -2.12